# 1
{
  "formula": "C8H14N4O6P2",
  "method": "ωB97M-V/def2-TZVPD",
  "lumo_energy_ev": 0.022,
  "smiles": "CCN[C@@](C#N)(P(N)O)[C@@](C#N)(CC(=O)O)P(=O)(O)O",
  "max_force_ha_per_bohr": 0.0109,
  "homo_energy_ev": -9.39,
  "elements": ["C", "C", "N", "C", "C", "N", "P", "N", "O", "C", "C", "N", "C", "C", "O", "O", "P", "O", "O", "O", "H", "H", "H", "H", "H", "H", "H", "H", "H", "H", "H", "H", "H", "H"],
  "xyz": [[-0.47900, 1.95423, 2.91563], [-0.96338, 1.66216, 1.49050], [-0.42294, 0.37135, 1.00744], [-0.11896, 0.27493, -0.41451], [-1.24344, 0.85907, -1.17820], [-2.15773, 1.33220, -1.68587], [1.52576, 1.22814, -0.93184], [1.63887, 2.40986, 0.27184], [0.92998, 2.14725, -2.16752], [0.07826, -1.27030, -0.83013], [1.23738, -1.45673, -1.72875], [2.10463, -1.70955, -2.44354], [0.31486, -2.23837, 0.36739], [1.70769, -2.20632, 0.96968], [2.35701, -3.19652, 1.11859], [2.14788, -0.98674, 1.31163], [-1.29747, -2.02689, -1.85046], [-1.03528, -3.44361, -2.05603], [-2.67986, -1.71679, -1.11707], [-1.32781, -1.15101, -3.17337], [-0.03623, 1.06076, 3.35559], [0.28838, 2.72879, 2.92041], [-1.29756, 2.29536, 3.55026], [-2.05695, 1.62116, 1.48040], [-0.66170, 2.46178, 0.82045], [-1.11640, -0.32500, 1.25411], [1.00665, 3.19592, 0.14131], [2.58059, 2.78776, 0.24780], [0.87036, 1.62123, -2.97518], [0.20465, -3.25360, -0.00997], [-0.43503, -2.10336, 1.14590], [2.97101, -1.12334, 1.80105], [-2.64448, -1.13624, -0.35032], [-2.09508, -0.56522, -3.23031]]
}



# 2
{
  "formula": "C28H39O5PdSi",
  "method": "ωB97M-V/def2-TZVPD",
  "lumo_energy_ev": [2.371, 2.369],
  "charge": -1,
  "max_force_ha_per_bohr": 0.0635,
  "homo_energy_ev": [-1.93, -3.41],
  "spin_multiplicity": 5,
  "elements": ["C", "C", "C", "C", "H", "H", "C", "H", "H", "C", "H", "H", "C", "C", "C", "O", "O", "O", "O", "C", "H", "H", "H", "C", "H", "H", "H", "O", "H", "H", "C", "C", "H", "H", "H", "H", "H", "H", "Pd", "C", "C", "C", "H", "C", "C", "H", "H", "H", "H", "C", "C", "C", "H", "C", "C", "H", "H", "H", "H", "C", "Si", "C", "C", "C", "C", "H", "H", "H", "H", "H", "H", "H", "H", "H"],
  "xyz": [[0.73620, 4.38124, -1.69246], [0.98255, 3.77258, -0.26618], [0.95493, 3.25475, -2.74790], [1.88090, 2.27928, -2.03150], [1.38922, 3.69086, -3.64708], [-0.01471, 2.78417, -2.97128], [1.32470, 2.32181, -0.52169], [0.09333, 3.88834, 0.35686], [1.86042, 4.25958, 0.19246], [0.07724, 1.43523, -0.39139], [2.12323, 1.93961, 0.13698], [2.88902, 2.72001, -1.97030], [2.04002, 0.95744, -2.66797], [-0.69818, 4.86704, -1.89484], [1.74835, 5.52883, -1.92632], [2.61288, 5.41267, -2.72941], [-1.64341, 4.53531, -1.21703], [-0.82164, 5.69721, -2.93431], [1.61295, 6.66476, -1.20628], [0.54776, 6.96479, -0.26456], [0.28813, 6.11541, 0.38561], [-0.32967, 7.30443, -0.82920], [0.93190, 7.79082, 0.33474], [-2.16016, 6.08099, -3.25400], [-2.77138, 5.20189, -3.50379], [-2.05937, 6.73411, -4.12064], [-2.61781, 6.62179, -2.41393], [0.64829, 0.16821, -0.43671], [-0.64898, 1.60168, -1.25022], [-0.52873, 1.73027, 0.53101], [3.36104, 0.32609, -2.61969], [0.95095, 0.34014, -3.42301], [0.69198, 0.93095, -4.31644], [0.03555, 0.20522, -2.82405], [1.26805, -0.65708, -3.76903], [3.27495, -0.77076, -2.53817], [3.95126, 0.70965, -1.77302], [3.91811, 0.54460, -3.54845], [-0.37327, -1.39962, 0.56129], [1.09549, -2.88775, 2.25498], [1.80672, -1.62057, 1.71781], [1.19799, -0.44918, 2.17378], [2.78646, -1.64628, 1.26249], [0.00451, -0.84561, 2.90932], [0.05565, -2.20327, 3.14823], [-0.71459, -2.73473, 3.67251], [1.76109, -3.71786, 2.39575], [1.59309, 0.56325, 2.17797], [-0.65935, -0.13322, 3.39303], [-2.09306, -2.35902, -0.63796], [-2.52249, -2.66995, 0.67224], [-2.52628, -1.48315, 1.44867], [-2.71299, -3.65448, 1.04280], [-2.37830, -0.36430, 0.53010], [-2.12707, -0.91288, -0.77534], [-2.07833, -0.36149, -1.69369], [-1.90402, -3.03838, -1.44594], [-2.69551, -1.36023, 2.50155], [-2.51523, 0.67710, 0.76779], [0.66446, -7.19678, 2.34947], [-0.86578, -6.16575, 2.68022], [-2.38704, -6.95418, 1.93032], [-1.09965, -5.96773, 4.53833], [-0.63794, -4.56052, 1.71995], [0.03234, -3.48699, 1.49050], [0.54546, -8.19935, 2.78173], [1.56253, -6.73686, 2.78362], [0.82442, -7.29696, 1.26701], [-2.54047, -7.95391, 2.36016], [-3.28271, -6.34803, 2.12406], [-2.26260, -7.05336, 0.84276], [-0.23129, -5.50160, 5.02319], [-1.98088, -5.35858, 4.78251], [-1.24120, -6.95173, 5.01198]]
}



# 3
{
  "formula": "C17H61B4N3O5Zn",
  "method": "ωB97M-V/def2-TZVPD",
  "lumo_energy_ev": [2.333, -2.217],
  "charge": -1,
  "max_force_ha_per_bohr": 0.1093,
  "homo_energy_ev": [-6.21, -6.21],
  "spin_multiplicity": 2,
  "elements": ["Zn", "B", "H", "H", "H", "H", "B", "H", "H", "H", "H", "B", "H", "H", "H", "H", "B", "H", "H", "H", "H", "C", "O", "C", "C", "N", "C", "C", "O", "C", "H", "H", "H", "H", "H", "H", "H", "H", "H", "H", "H", "H", "H", "H", "H", "C", "C", "C", "O", "C", "N", "H", "H", "H", "H", "H", "H", "H", "H", "H", "H", "H", "C", "C", "C", "O", "C", "N", "H", "H", "H", "H", "H", "H", "H", "H", "H", "H", "H", "C", "C", "C", "O", "H", "H", "H", "H", "H", "H", "H", "H"],
  "xyz": [[-2.66794, -1.63385, -0.46223], [-2.30175, -1.85144, 1.68933], [-3.35084, -1.90718, 1.44327], [-1.68802, -2.44200, 1.02690], [-2.12873, -0.80441, 1.49431], [-2.11263, -2.06031, 2.73089], [-0.86613, -0.69184, -0.98385], [-0.09664, -0.01802, -1.32751], [-1.57280, -0.09864, -0.42439], [-1.43956, -0.94732, -1.86143], [-0.46788, -1.53022, -0.43363], [-3.23434, -3.41399, -1.23237], [-3.77386, -2.64260, -1.75973], [-3.48638, -4.37542, -1.65233], [-2.23432, -3.11946, -1.51067], [-3.40451, -3.40652, -0.16690], [-4.59233, -0.28741, -0.59358], [-3.62865, -0.05933, -1.02199], [-4.55936, -1.13309, 0.07573], [-5.01962, 0.54479, -0.05590], [-5.24565, -0.47021, -1.43263], [-1.39851, -0.66908, -8.01781], [-1.40548, 0.20094, -6.90484], [-0.08002, 0.25593, -6.18995], [-0.38736, 0.76972, -4.73565], [-0.66440, 2.17657, -4.55667], [-0.72579, 2.63234, -3.16550], [-2.16001, 2.47132, -2.51264], [-3.09040, 3.36886, -3.12882], [-4.45494, 3.24410, -2.73119], [-2.37216, -0.64248, -8.50708], [-1.39354, -1.70113, -7.66715], [-0.67110, -0.35256, -8.76533], [0.57864, 1.04571, -6.55121], [0.43684, -0.70104, -6.11805], [0.46465, 0.47246, -4.12426], [-1.25958, 0.25441, -4.33343], [-1.54721, 2.34498, -5.01753], [-0.38149, 3.65246, -3.33559], [0.07200, 2.26790, -2.51833], [-2.24406, 2.56874, -1.43026], [-2.46800, 1.44239, -2.69851], [-5.12385, 3.44545, -3.56792], [-4.66346, 3.94927, -1.92661], [-4.76128, 2.27152, -2.34600], [-0.04565, 3.82370, 2.35227], [0.58823, 2.69340, 1.57481], [1.90004, 2.29789, 2.27932], [2.77678, 3.38765, 2.69813], [4.02143, 2.81764, 3.09092], [-0.25444, 1.51794, 1.54525], [-0.86630, 4.20845, 1.74678], [0.59064, 4.70743, 2.30467], [-0.40194, 3.70112, 3.37508], [0.97199, 3.05397, 0.62043], [2.48219, 1.70993, 1.56976], [1.57744, 1.65012, 3.09445], [4.58037, 2.34287, 2.28451], [3.93157, 2.02951, 3.83850], [4.70928, 3.58029, 3.45604], [-0.83955, 1.85412, 0.79376], [0.14699, 0.76591, 1.00359], [1.46598, -2.44518, 2.87965], [1.20345, -1.96578, 4.32968], [2.33657, -2.48866, 5.31423], [2.17733, -1.94372, 6.69026], [3.19711, -2.35826, 7.58776], [1.06018, -0.51157, 4.28516], [1.45407, -3.53451, 2.84366], [2.37137, -2.07523, 2.39850], [0.62544, -2.12287, 2.26507], [0.20738, -2.30896, 4.60926], [3.26812, -2.10019, 4.90265], [2.26848, -3.57650, 5.32251], [4.14512, -2.12162, 7.10467], [3.05871, -3.38048, 7.93989], [3.20407, -1.73879, 8.48459], [2.01126, -0.17182, 4.29589], [0.73325, -0.23388, 5.19954], [2.77887, -1.45237, -1.75437], [2.77332, -1.32938, -0.24875], [4.11742, -0.81597, 0.31909], [1.78269, -0.37643, 0.15612], [1.80610, -1.15287, -2.14441], [3.13965, -2.39998, -2.15433], [3.53364, -0.81515, -2.21519], [2.56456, -2.30809, 0.18328], [4.34373, -1.38127, 1.22315], [4.17131, 0.24970, 0.54165], [4.90982, -0.97765, -0.41171], [0.99440, -0.72479, -0.26677]]
}



# 4
{
  "formula": "CH4N2O2S",
  "method": "ωB97M-V/def2-TZVPD",
  "lumo_energy_ev": 0.803,
  "relative_energy_ev": 1.242,
  "max_force_ha_per_bohr": 0.0753,
  "homo_energy_ev": -9.93,
  "elements": ["C", "N", "N", "O", "O", "S", "H", "H", "H", "H"],
  "xyz": [[-0.99776, 1.07126, -0.05890], [2.09862, -0.29198, 0.03731], [-1.11963, 0.11282, 0.74576], [0.19741, 1.54174, -0.33620], [2.70500, 1.93158, -0.10097], [1.72180, 1.12750, 0.56673], [-1.62053, 1.78118, -0.66703], [2.45534, -0.48202, -0.83909], [1.70015, -1.11278, 0.48887], [-2.06426, -0.09096, 0.88944]]
}



# 5
{
  "formula": "CH2BiF3NO3S",
  "method": "ωB97M-V/def2-TZVPD",
  "lumo_energy_ev": [-0.948, -1.230],
  "max_force_ha_per_bohr": 0.0788,
  "homo_energy_ev": [-7.38, -9.62],
  "spin_multiplicity": 2,
  "elements": ["Bi", "N", "S", "O", "O", "C", "F", "F", "F", "O", "H", "H"],
  "xyz": [[0.02448, -1.55617, -2.20042], [0.27232, -1.42428, 0.21230], [0.72615, 0.00166, 0.02078], [1.97337, 0.52723, 0.62660], [0.55387, 0.42622, -1.44353], [-0.53723, 1.14308, 0.81153], [-0.50576, 1.00815, 2.13793], [-1.77332, 0.82801, 0.40341], [-0.32004, 2.42415, 0.51873], [-1.87385, -1.78471, -1.33505], [-2.61651, -2.24976, -1.72559], [-1.68481, -1.62820, -0.21562]]
}



# 6
{
  "formula": "C5H13N3O",
  "method": "ωB97M-V/def2-TZVPD",
  "lumo_energy_ev": 0.956,
  "smiles": "CC(=O)CCN.[H]/N=C/N",
  "relative_energy_ev": 1.947,
  "max_force_ha_per_bohr": 0.0814,
  "homo_energy_ev": -8.35,
  "elements": ["C", "C", "O", "C", "C", "N", "H", "H", "H", "H", "H", "H", "H", "H", "H", "H", "N", "C", "N", "H", "H", "H"],
  "xyz": [[1.48457, -1.04649, 2.07225], [1.17764, 0.17876, 1.25395], [0.38649, 1.01738, 1.62907], [1.89885, 0.29174, -0.07470], [0.89932, 0.56694, -1.21396], [-0.03768, -0.52917, -1.34788], [1.12874, -1.92096, 1.52425], [0.98929, -0.99794, 3.04003], [2.56170, -1.15423, 2.20454], [2.45834, -0.62120, -0.28235], [2.60948, 1.11926, 0.00399], [1.46828, 0.78732, -2.13210], [0.33858, 1.47264, -0.95969], [0.43712, -1.34164, -1.73430], [-1.16927, -0.39631, -1.78534], [-3.16189, -1.08730, -1.66650], [-2.70748, -0.19702, -1.49465], [-2.50640, 0.02958, -0.22405], [-2.16758, 1.25727, 0.20126], [-2.44296, -0.74623, 0.54244], [-2.15430, 1.97864, -0.50477], [-1.49084, 1.33895, 0.94851]]
}